(w)
DFT (ωB97M-V/def2-TZVPD) results for one molecule with the formula CH3N5O.

Each line ends with the Löwdin charge.
Positions of all 10 atoms, in Å:
1 C -0.09266 -0.24493 -0.39341  -0.5436
2 H 1.95711 1.10707 0.45872  0.0573
3 H 3.06315 -0.36248 0.38301  0.1391
4 H -2.37110 -0.81013 0.95814  0.2240
5 N 2.26784 0.29533 -0.11974  -0.0164
6 N 1.06021 -0.56303 -0.39560  0.0331
7 N -0.69555 1.17065 -0.34279  0.1158
8 N -1.94791 0.99760 -0.15959  0.0061
9 N -2.25875 -0.42178 -0.16955  0.0030
10 O -0.98234 -1.16830 -0.21919  -0.0182

## Properties
Frontier orbital gap, eV: 8.49
Net charge: 0
E_LUMO, eV: -0.49
Multiplicity: 1
Structure (SMILES): N/N=c1\nn[nH]o1

(x)
DFT (ωB97M-V/def2-TZVPD) results for one molecule with the formula CH3N5O.

Each line ends with the Löwdin charge.
Positions of all 10 atoms, in Å:
1 C -0.46636 -0.47644 0.58826  -0.4715
2 H 2.09159 0.54330 0.75887  0.0964
3 H 2.18802 -0.76027 -0.38914  0.1203
4 H -2.61421 -0.22153 0.14730  0.1424
5 N 1.82360 0.19408 -0.15579  0.0936
6 N 0.45104 0.17852 -0.29726  -0.1734
7 N -0.15793 0.98367 -1.13450  0.0269
8 N -1.39815 0.87608 -0.97729  -0.0082
9 N -1.64993 -0.00018 0.04181  0.0977
10 O -0.26769 -1.31723 1.41772  0.0756

## Properties
Frontier orbital gap, eV: 10.49
Net charge: 0
E_LUMO, eV: 0.76
Multiplicity: 1
Structure (SMILES): Nn1nn[nH]c1=O

It comes down to (x), which is 429.8 kJ/mol more stable than the next structure.

(w)
DFT (ωB97M-V/def2-TZVPD) results for C33H38N3O3P2Re as an isolated structure.

Each line ends with the Löwdin charge.
Positions of all 80 atoms, in Å:
1 Re -0.39057 -0.17326 0.22009  1.0055
2 C -3.21567 1.24337 -3.14071  -0.0744
3 O -2.51495 0.50853 -4.12865  -0.0700
4 C -1.18668 0.20387 -4.03526  -0.1996
5 C -0.56945 -0.04220 -5.24542  0.0097
6 C 0.78320 -0.36537 -5.32297  -0.0778
7 C 1.52904 -0.42442 -4.17645  -0.0549
8 C 0.94076 -0.20702 -2.91638  -0.1750
9 C 1.83680 -0.15795 -1.79591  -0.1041
10 N 1.54535 -0.10636 -0.53419  -0.1874
11 N 2.62465 0.16965 0.27716  0.1190
12 C 2.49285 1.01730 1.23237  -0.3590
13 O 1.40574 1.69688 1.59439  -0.0767
14 C 3.67486 1.30073 2.07827  -0.1514
15 C 4.87564 0.62606 1.85733  -0.0229
16 C 5.97022 0.87810 2.66567  -0.0667
17 C 5.87711 1.79983 3.70029  -0.0734
18 C 4.69174 2.48727 3.91064  -0.0698
19 C 3.59413 2.24433 3.10081  -0.0262
20 C -0.45415 0.07966 -2.81871  -0.2715
21 O -1.06943 0.22970 -1.67085  -0.2816
22 H -4.08959 1.65122 -3.64575  0.0966
23 H -2.62108 2.06665 -2.74318  0.0947
24 H -3.55213 0.59433 -2.32840  0.0750
25 H -1.17435 0.03961 -6.13912  0.1269
26 H 1.24142 -0.54273 -6.28592  0.1083
27 H 2.58726 -0.65366 -4.21800  0.1153
28 H 2.89620 -0.07458 -2.03183  0.1397
29 H 4.93809 -0.08914 1.05036  0.1089
30 H 6.90255 0.35941 2.48574  0.1083
31 H 6.73085 1.98252 4.33968  0.1079
32 H 4.62859 3.21892 4.70553  0.1069
33 H 2.67038 2.78681 3.25281  0.1093
34 N -2.48638 0.46834 0.68017  -0.0206
35 C -2.87963 1.55757 1.53436  -0.2118
36 C -4.19035 1.52956 1.98707  -0.0181
37 C -4.74738 2.57794 2.69512  -0.0264
38 C -3.97524 3.71006 2.92842  -0.0470
39 C -2.66877 3.73790 2.51101  0.0042
40 C -2.03606 2.65614 1.83937  -0.0866
41 C -0.65107 2.81274 1.48937  -0.0226
42 C 0.03911 4.01126 1.83713  -0.0376
43 C 0.97675 4.52585 0.99146  0.0155
44 C 1.19066 3.90999 -0.29591  -0.0418
45 C 0.76326 2.65462 -0.49450  0.0027
46 C 0.21337 1.86123 0.69019  -0.3518
47 H -2.66380 0.76296 -0.28555  0.0902
48 H -3.12492 -0.30042 0.84853  0.0948
49 H -4.80271 0.66534 1.75430  0.1246
50 H -5.77679 2.52700 3.02171  0.1209
51 H -4.39925 4.57438 3.42073  0.1184
52 H -2.10337 4.63952 2.68320  0.1075
53 H -0.23131 4.56887 2.72359  0.1150
54 H 1.48503 5.45002 1.23311  0.1262
55 H 1.65561 4.48089 -1.08957  0.1165
56 H 0.86910 2.17688 -1.45887  0.1021
57 C -1.72477 -3.75911 -0.48503  -0.2518
58 P -0.27396 -2.64650 -0.35862  0.7783
59 C 0.73603 -3.27238 -1.74815  -0.2365
60 C 0.62984 -3.34245 1.08452  -0.4086
61 C -0.03334 -2.88831 2.37906  -0.3953
62 P -0.10946 -1.04036 2.46607  0.7436
63 C -1.53567 -0.76635 3.58336  -0.2477
64 C 1.25721 -0.69629 3.62660  -0.2300
65 H -2.42730 -3.57562 0.32721  0.0326
66 H -1.40520 -4.80178 -0.46024  0.0489
67 H -2.23075 -3.56614 -1.43182  0.0463
68 H 0.79449 -4.35988 -1.68814  0.0535
69 H 1.73986 -2.85256 -1.70473  0.0425
70 H 0.28256 -2.98895 -2.69801  0.0483
71 H 1.65638 -2.96789 1.03015  0.0824
72 H 0.65862 -4.43291 1.02060  0.0898
73 H 0.50877 -3.26531 3.24887  0.0867
74 H -1.05674 -3.26937 2.43247  0.0755
75 H -1.37221 -1.26411 4.53967  0.0532
76 H -2.45156 -1.14932 3.13227  0.0374
77 H -1.64897 0.30550 3.75341  0.0388
78 H 1.09129 -1.27196 4.53717  0.0533
79 H 1.27477 0.36503 3.86517  0.0433
80 H 2.21533 -0.97428 3.19021  0.0516

## Properties
Frontier orbital gap (spin up / spin down), eV: 3.83 / 3.97
Net charge: +1
E_LUMO (spin up / spin down), eV: -5.42 / -5.24
Multiplicity: 2

(x)
DFT (ωB97M-V/def2-TZVPD) results for C33H38N3O3P2Re as an isolated structure.

Each line ends with the Löwdin charge.
Positions of all 80 atoms, in Å:
1 Re -0.57796 0.73573 -0.29146  1.4846
2 C -2.41870 3.03371 -3.69137  -0.0451
3 O -1.48004 2.38239 -4.54497  -0.0565
4 C -0.18751 2.28993 -4.15999  -0.2148
5 C 0.76576 2.34790 -5.16301  0.0293
6 C 2.13120 2.25486 -4.89646  -0.0606
7 C 2.56088 2.11663 -3.59760  -0.0372
8 C 1.61599 2.00576 -2.56740  -0.1466
9 C 2.07001 1.95931 -1.20658  -0.0266
10 N 1.32666 1.64886 -0.19396  -0.1201
11 N 1.90877 1.84490 1.05541  0.1191
12 C 1.02260 1.61927 1.96248  -0.4291
13 O -0.20697 1.23505 1.64617  -0.3048
14 C 1.32119 1.82032 3.39101  -0.1709
15 C 0.27873 1.95423 4.30376  -0.0446
16 C 0.55564 2.12539 5.65164  -0.0717
17 C 1.87247 2.15918 6.08902  -0.0700
18 C 2.91368 2.03786 5.17702  -0.0651
19 C 2.64199 1.87318 3.82934  -0.0244
20 C 0.23798 2.07141 -2.83859  -0.2383
21 O -0.64309 1.92208 -1.85476  -0.2323
22 H -3.24826 3.31424 -4.33488  0.0990
23 H -1.98239 3.93163 -3.24902  0.1049
24 H -2.76587 2.36750 -2.90445  0.0603
25 H 0.40684 2.48149 -6.17542  0.1302
26 H 2.84095 2.31606 -5.70938  0.1119
27 H 3.61522 2.08574 -3.35460  0.1198
28 H 3.09511 2.24079 -0.98148  0.1465
29 H -0.74397 1.93783 3.95197  0.1067
30 H -0.25532 2.23835 6.35849  0.1096
31 H 2.08869 2.28903 7.14105  0.1095
32 H 3.93934 2.07506 5.51837  0.1096
33 H 3.44373 1.77734 3.10985  0.1137
34 N 0.52155 -1.07568 -0.33440  -0.0240
35 C 1.17727 -1.25329 -1.61140  -0.2467
36 C 2.55836 -1.28790 -1.66998  -0.0294
37 C 3.17972 -1.41387 -2.90269  -0.0651
38 C 2.40362 -1.50744 -4.04930  -0.0578
39 C 1.01946 -1.48330 -3.96554  -0.0083
40 C 0.36790 -1.35764 -2.73981  -0.1245
41 C -1.12100 -1.24735 -2.65703  -0.1782
42 C -1.90955 -1.91370 -3.59663  -0.0276
43 C -3.26845 -1.66920 -3.69015  -0.0612
44 C -3.84607 -0.70858 -2.87070  -0.0742
45 C -3.06993 -0.05792 -1.92294  -0.1765
46 C -1.71370 -0.35241 -1.74653  -0.2747
47 H 1.21030 -1.06889 0.43278  0.0464
48 H -0.05464 -1.88923 -0.12181  0.0969
49 H 3.14102 -1.21747 -0.75814  0.1221
50 H 4.25912 -1.43083 -2.96570  0.1126
51 H 2.87734 -1.58981 -5.01806  0.1139
52 H 0.42975 -1.52600 -4.87174  0.1206
53 H -1.44798 -2.61974 -4.27607  0.1156
54 H -3.86464 -2.19897 -4.42039  0.1095
55 H -4.89668 -0.46704 -2.97253  0.1116
56 H -3.54028 0.70672 -1.31252  0.0831
57 C 1.79463 -3.68227 2.80923  -0.2974
58 P 1.17084 -1.96535 2.93508  0.8555
59 C 1.40791 -1.65500 4.72059  -0.2753
60 C -0.64547 -2.31779 2.89595  -0.4153
61 C -1.58070 -1.10564 2.84297  -0.3707
62 P -2.16135 -0.53217 1.19366  0.8246
63 C -3.52836 0.55878 1.67741  -0.2228
64 C -2.97134 -2.04751 0.59040  -0.2169
65 H 2.86443 -3.69389 3.01751  0.0416
66 H 1.64919 -4.06848 1.79995  0.0328
67 H 1.29582 -4.34726 3.51769  0.0470
68 H 1.04952 -2.49827 5.31530  0.0496
69 H 0.88418 -0.75016 5.02638  0.0229
70 H 2.46800 -1.50331 4.92329  0.0450
71 H -0.86969 -2.88557 3.80498  0.0865
72 H -0.85020 -3.01148 2.07395  0.0638
73 H -1.18442 -0.25351 3.39635  0.0568
74 H -2.52191 -1.38020 3.32933  0.0872
75 H -4.18001 0.07566 2.40689  0.0599
76 H -4.11607 0.81947 0.79848  0.0379
77 H -3.11440 1.47016 2.10798  0.0511
78 H -3.45439 -2.55621 1.42589  0.0636
79 H -2.25106 -2.72551 0.12984  0.0490
80 H -3.71096 -1.80793 -0.16801  0.0434

## Properties
Frontier orbital gap (spin up / spin down), eV: 7.58 / 6.98
Net charge: +1
E_LUMO (spin up / spin down), eV: -2.95 / -3.48
Multiplicity: 2

It comes down to (x), which is 317.2 kJ/mol more stable than the next structure.